Record 1
# C24H59BrN3OP

A cluster of 4 separate species, C24H59BrN3OP in total at a distorted geometry (ωB97M-V/def2-TZVPD, the OMol25 dataset).

The orbital gap comes out at 8.587 eV. For the strongest force on any atom, the calculation gives 0.0259 hartree/bohr. Its charge is 0. The value obtained for the total energy is -111691.723 eV.

Last column: Löwdin charge in e.
Geometry (Å):
C -3.6840 -5.8559 1.1297  0.006
C -4.7268 -5.1815 1.5984  -0.227
C -4.7032 -3.7769 2.1597  -0.395
P -4.5703 -2.5233 0.8467  0.613
Br -7.0379 -2.5106 0.5658  -0.001
C -2.6909 -2.3420 0.9079  -0.322
C -2.0569 -1.7011 -0.3219  -0.483
C -2.3013 -2.5078 -1.6044  -0.050
O -0.6464 -1.5588 -0.0993  -0.065
H -2.7689 -5.3777 0.8011  0.044
H -3.7296 -6.9322 1.0303  0.058
H -5.6944 -5.6701 1.6121  0.098
H -3.8664 -3.6499 2.8438  0.089
H -5.6346 -3.5941 2.6857  0.045
H -4.7274 -1.1851 1.2053  0.004
H -4.5799 -2.9682 -0.4697  -0.009
H -2.4904 -1.6899 1.7653  0.088
H -2.1834 -3.2876 1.1197  0.074
H -2.3932 -0.6697 -0.4360  0.119
H -1.3789 -2.5554 -2.1811  0.072
H -3.0675 -2.0610 -2.2383  0.080
H -2.6082 -3.5331 -1.3852  0.068
H -0.2972 -2.4503 0.0048  0.077
C 2.2124 -2.9807 -2.1414  -0.082
C 2.1996 -4.4239 -1.6638  -0.275
N 1.1512 -5.2208 -2.2829  -0.203
C 0.9744 -6.5204 -1.6558  -0.255
C 2.1219 -7.5338 -1.7418  -0.084
C 1.1292 -5.2124 -3.7381  -0.249
C 2.3812 -5.6999 -4.4787  -0.080
H 1.2396 -2.5175 -1.9665  0.059
H 2.9652 -2.4164 -1.5898  0.078
H 2.4543 -2.8893 -3.2002  0.068
H 2.0096 -4.4369 -0.5858  0.114
H 3.2059 -4.8513 -1.7982  0.101
H 0.0680 -6.9707 -2.0707  0.110
H 0.7582 -6.3376 -0.5979  0.105
H 2.1942 -7.9900 -2.7280  0.056
H 1.9509 -8.3389 -1.0247  0.070
H 3.0844 -7.0805 -1.5028  0.066
H 0.9150 -4.1924 -4.0636  0.098
H 0.2636 -5.8010 -4.0531  0.114
H 3.2948 -5.3177 -4.0205  0.068
H 2.3589 -5.3446 -5.5105  0.072
H 2.4485 -6.7861 -4.5119  0.055
C -1.3242 6.4394 -0.3013  -0.084
C -1.2592 4.9822 0.1273  -0.286
N -2.2488 4.1371 -0.5173  -0.197
C -2.3319 2.8139 0.0773  -0.245
C -1.1109 1.8912 -0.0223  -0.082
C -2.2641 4.1816 -1.9709  -0.245
C -0.9778 3.7986 -2.7159  -0.081
H -2.3133 6.8567 -0.1079  0.081
H -0.5906 7.0182 0.2621  0.068
H -1.0949 6.5696 -1.3592  0.065
H -1.4435 4.9293 1.2049  0.114
H -0.2294 4.6166 -0.0239  0.091
H -3.2017 2.3082 -0.3540  0.110
H -2.5690 2.9548 1.1369  0.110
H -0.9945 1.4610 -1.0166  0.059
H -1.2203 1.0564 0.6726  0.060
H -0.1844 2.4066 0.2355  0.064
H -2.5460 5.1926 -2.2719  0.099
H -3.0859 3.5437 -2.3066  0.114
H -0.0941 4.2296 -2.2424  0.066
H -1.0190 4.1777 -3.7387  0.071
H -0.8366 2.7204 -2.7753  0.054
C 5.3853 5.7815 3.2442  -0.092
C 3.9465 5.5485 3.6771  -0.275
N 3.0156 5.4691 2.5633  -0.198
C 1.6242 5.4932 2.9765  -0.247
C 1.0856 4.3222 3.8088  -0.082
C 3.3461 4.5002 1.5297  -0.244
C 3.4736 3.0256 1.9360  -0.080
H 5.4677 6.6892 2.6448  0.080
H 6.0189 5.8926 4.1251  0.072
H 5.7814 4.9478 2.6639  0.063
H 3.6258 6.3891 4.2989  0.117
H 3.9159 4.6586 4.3265  0.101
H 1.0115 5.5966 2.0755  0.093
H 1.4702 6.4152 3.5462  0.111
H 0.9211 3.4300 3.2052  0.051
H 0.1231 4.5989 4.2439  0.070
H 1.7547 4.0625 4.6300  0.065
H 4.2858 4.8102 1.0683  0.099
H 2.5942 4.5984 0.7415  0.108
H 4.0181 2.9120 2.8750  0.067
H 4.0258 2.4799 1.1685  0.071
H 2.5058 2.5382 2.0453  0.051

Record 2
# C24H59N4O6SSi

A cluster of 4 separate species, C24H59N4O6SSi in total at a distorted geometry (ωB97M-V/def2-TZVPD, the OMol25 dataset).

The orbital gap comes out at 5.081 eV. For the strongest force on any atom, the calculation gives 0.0649 hartree/bohr. Its charge is +1. The value obtained for the total energy is -62791.195 eV.

Last column: Löwdin charge in e.
Geometry (Å):
C 6.3686 1.3898 -3.3145  -0.213
Si 7.9413 1.1896 -4.4106  0.552
C 9.5666 1.3472 -3.3235  -0.198
C 7.8985 -0.5607 -5.3014  -0.202
N 8.0171 2.3974 -5.7893  -0.199
C 7.0792 3.3042 -6.2176  -0.220
S 7.6817 4.2583 -7.7167  0.903
C 9.4211 3.5346 -7.6820  -0.380
C 9.3172 2.3147 -6.5737  -0.213
H 6.3031 0.4876 -2.5577  0.073
H 6.3532 2.3685 -2.6685  0.061
H 5.3434 1.3628 -3.9247  0.055
H 9.2403 1.3040 -2.1915  0.066
H 10.0699 2.3692 -3.6335  0.043
H 10.2960 0.4587 -3.5475  0.061
H 8.1469 -1.4458 -4.5765  0.065
H 8.7041 -0.4857 -6.1775  0.040
H 6.8475 -0.7079 -5.8227  0.061
H 6.0262 3.4942 -5.7437  0.134
H 10.0258 4.3828 -7.1286  0.104
H 9.7607 3.2199 -8.7583  0.117
H 9.5414 1.3127 -7.1614  0.144
H 10.2164 2.5628 -5.8288  0.138
C -0.6279 0.7603 -4.6743  -0.110
O -0.6562 2.1787 -4.7612  -0.203
C -1.0740 2.7991 -3.5386  -0.193
C 0.0774 3.6320 -2.9552  -0.194
N 1.1498 2.7648 -2.4553  -0.051
C 2.3686 3.4963 -2.0928  -0.192
C 3.1478 4.1667 -3.2422  -0.208
O 3.7319 3.2370 -4.1568  -0.241
C 2.8832 2.8617 -5.2345  -0.094
H -0.3702 0.3636 -5.6599  0.088
H 0.1330 0.4320 -3.9603  0.077
H -1.6079 0.3699 -4.3862  0.090
H -1.4502 2.0704 -2.8097  0.099
H -1.9014 3.4711 -3.7910  0.124
H -0.3029 4.2484 -2.1341  0.125
H 0.4470 4.2940 -3.7448  0.101
H 1.3851 2.0818 -3.1729  0.071
H 3.0355 2.7710 -1.6122  0.114
H 2.1247 4.2488 -1.3349  0.121
H 3.9891 4.7049 -2.7900  0.117
H 2.5568 4.9237 -3.7688  0.111
H 2.2065 3.6668 -5.5349  0.097
H 2.3167 1.9643 -4.9705  0.077
H 3.5153 2.6069 -6.0876  0.076
C -3.3046 -1.5641 3.0682  -0.101
O -4.0465 -1.8582 1.8920  -0.200
C -5.3978 -1.3849 1.9581  -0.205
C -5.6236 -0.2989 0.8954  -0.203
N -4.8993 0.9293 1.2400  -0.056
C -4.8911 1.9226 0.1605  -0.194
C -4.1081 1.5584 -1.1169  -0.213
O -2.6965 1.4635 -0.9160  -0.212
C -2.2445 0.1728 -0.5259  -0.093
H -2.3143 -2.0163 2.9683  0.092
H -3.1805 -0.4838 3.1867  0.082
H -3.7937 -1.9860 3.9506  0.069
H -5.6643 -1.0261 2.9601  0.114
H -6.0442 -2.2395 1.7305  0.120
H -6.6942 -0.0806 0.8243  0.122
H -5.2846 -0.6949 -0.0671  0.102
H -3.9354 0.6926 1.4675  0.072
H -4.4473 2.8335 0.5791  0.118
H -5.9239 2.1712 -0.1076  0.118
H -4.2510 2.3807 -1.8278  0.117
H -4.4997 0.6634 -1.6123  0.109
H -2.8537 -0.6305 -0.9502  0.093
H -2.2192 0.0983 0.5649  0.073
H -1.2195 0.0530 -0.8829  0.083
C -5.8651 -2.9074 5.7044  -0.121
O -4.5648 -3.2542 6.1618  -0.216
C -4.1759 -2.5200 7.3297  -0.204
C -4.0050 -3.4795 8.5172  -0.206
N -5.3025 -4.0033 8.9578  -0.058
C -5.1894 -5.0908 9.9358  -0.196
C -4.5766 -6.4155 9.4385  -0.217
O -5.3830 -7.0925 8.4724  -0.181
C -5.1272 -6.7144 7.1255  -0.101
H -6.0574 -3.4544 4.7775  0.091
H -6.6228 -3.1956 6.4388  0.083
H -5.9302 -1.8357 5.4972  0.081
H -4.8789 -1.7116 7.5662  0.123
H -3.2069 -2.0604 7.1067  0.118
H -3.5288 -2.9462 9.3464  0.121
H -3.3434 -4.2919 8.2003  0.102
H -5.8121 -4.3502 8.1474  0.072
H -6.2067 -5.3012 10.2862  0.118
H -4.6251 -4.7358 10.8051  0.116
H -4.5214 -7.0890 10.3018  0.119
H -3.5468 -6.2984 9.0841  0.107
H -4.0819 -6.4384 6.9591  0.089
H -5.7902 -5.8952 6.8337  0.069
H -5.3642 -7.5670 6.4858  0.087